Molecular formula: C5H13N2
Method: DFT, the ωB97M-V functional and the def2-TZVPD basis

XYZ file:
```
20
Properties=species:S:1:pos:R:3:nbo_charge:R:1
H 1.38 -0.62 1.76 0.42
H 1.21 0.93 -0.73 0.21
C -0.98 -0.81 -1.09 -0.66
H -1.02 -0.08 -1.80 0.24
H 2.11 1.43 0.77 0.22
C -0.34 0.27 1.14 -0.14
H 3.64 -0.28 0.02 0.39
N 0.95 -0.32 0.93 -0.54
C -2.65 0.49 0.23 -0.66
C -1.30 -0.13 0.21 0.11
H 2.77 -0.19 -1.51 0.42
H -1.82 -1.48 -1.38 0.26
H 0.00 -1.28 -1.11 0.19
H 0.72 -1.03 0.30 0.43
C 1.93 0.64 0.07 -0.02
N 2.86 -0.21 -0.49 -0.83
H -3.07 0.81 1.19 0.25
H -0.54 0.77 2.02 0.23
H -2.50 1.34 -0.41 0.24
H -3.34 -0.24 -0.12 0.23
```

Output
SMILES string = CC(C)=C[NH2+]CN
Net charge = +1
ΔE to the lowest compared entry with this formula, charge and spin = 2.870 eV
Energy = -8367.94009 eV

***

Molecular formula: C5H13N2
Method: DFT, the ωB97M-V functional and the def2-TZVPD basis

XYZ file:
```
20
Properties=species:S:1:pos:R:3:nbo_charge:R:1
H 1.13 2.17 0.11 0.19
N -1.00 -0.26 -1.91 -0.38
C -0.79 -1.64 -1.82 -0.07
H 0.48 0.09 0.70 0.31
C 0.88 1.96 1.16 -0.43
C 0.71 0.02 2.71 -0.43
H -1.28 -2.06 -0.95 0.23
C -1.15 0.33 -0.68 -0.02
H 1.10 -0.98 2.82 0.22
N 1.08 0.54 1.40 -0.52
H -2.23 0.37 -0.47 0.27
H 0.31 -1.87 -3.60 0.22
H -0.36 0.06 2.93 0.18
H -0.51 0.21 -2.67 0.43
H -0.15 2.31 1.35 0.17
H 1.21 0.65 3.45 0.22
H 1.57 2.58 1.73 0.23
H -0.70 1.31 -0.84 0.21
H -0.12 -3.43 -2.67 0.25
C -0.16 -2.35 -2.76 -0.29
```

Output
Net charge = +1
ΔE to the lowest compared entry with this formula, charge and spin = 6.165 eV
Energy = -8364.64516 eV

***

Molecular formula: C5H13N2
Method: DFT, the ωB97M-V functional and the def2-TZVPD basis

XYZ file:
```
20
Properties=species:S:1:pos:R:3:nbo_charge:R:1
H 0.67 0.97 1.73 0.24
H 2.08 -1.23 1.15 0.24
N 0.52 0.40 -0.38 -0.28
H 2.68 -2.05 -0.31 0.25
H -0.10 2.09 0.55 0.21
N -2.28 0.21 0.06 -0.57
H 1.64 1.94 0.47 0.25
C 2.37 -1.12 0.07 -0.69
C 0.71 1.42 0.67 -0.42
H -0.61 -0.11 -2.10 0.23
H -2.02 -1.36 1.19 0.21
C -2.62 -1.00 0.31 -0.19
H -3.24 -1.46 -0.48 0.23
C -0.58 0.59 -1.16 -0.30
C 1.28 -0.61 -0.66 0.10
H -2.72 0.75 -0.66 0.42
H 3.22 -0.46 0.20 0.25
H -0.92 1.66 -1.14 0.19
H 1.04 -1.24 -1.50 0.21
H -1.85 0.84 0.75 0.41
```

Output
Net charge = +1
ΔE to the lowest compared entry with this formula, charge and spin = 5.912 eV
Energy = -8364.89885 eV

***

Molecular formula: C5H13N2
Method: DFT, the ωB97M-V functional and the def2-TZVPD basis

XYZ file:
```
20
Properties=species:S:1:pos:R:3:nbo_charge:R:1
H 0.20 -2.90 -0.76 0.32
H -0.26 1.15 1.36 0.22
C -0.42 0.91 -0.68 -0.18
H 1.69 1.46 -0.43 0.24
H -0.11 -0.91 -1.15 0.36
H 0.73 2.66 -1.33 0.25
N 1.20 -2.61 0.52 -0.18
C -1.39 2.91 0.72 -0.61
H -1.76 3.16 -0.28 0.21
C -0.36 1.82 0.51 -0.22
C 0.81 -3.73 -0.17 -0.48
H -0.52 -1.06 0.32 0.37
H 1.55 -4.15 -0.86 0.23
H 2.16 -2.63 0.91 0.39
C 0.76 2.01 -0.47 -0.33
N 0.09 -0.46 -0.25 -0.66
H -2.22 2.53 1.30 0.22
H -1.47 0.61 -0.74 0.27
H -0.88 3.75 1.18 0.24
H 0.19 -4.50 0.29 0.33
```

Output
Net charge = +1
ΔE to the lowest compared entry with this formula, charge and spin = 10.216 eV
Energy = -8360.59437 eV

***

Molecular formula: C5H13N2
Method: DFT, the ωB97M-V functional and the def2-TZVPD basis

XYZ file:
```
20
Properties=species:S:1:pos:R:3:nbo_charge:R:1
C -2.85 -0.91 -2.28 -0.41
N -2.11 -0.09 -1.33 -0.59
C 1.36 -0.12 0.19 -0.45
N 2.09 1.24 2.13 -0.67
C 1.67 -0.13 1.68 -0.21
H 1.37 1.92 1.87 0.44
C -0.84 -0.38 -0.98 0.08
H -2.61 0.73 -1.02 0.40
C -0.07 0.27 -0.10 -0.40
H -2.54 -0.75 -3.31 0.20
H 2.20 1.28 3.15 0.44
H 2.52 -0.77 1.90 0.23
H 2.97 1.50 1.70 0.44
H -3.91 -0.66 -2.20 0.22
H -2.78 -1.96 -1.99 0.20
H 0.80 -0.42 2.26 0.24
H -0.44 1.18 0.36 0.18
H 1.55 -1.13 -0.18 0.25
H 2.09 0.49 -0.37 0.21
H -0.47 -1.28 -1.47 0.20
```

Output
SMILES string = CN/C=C/CC[NH3+]
Net charge = +1
ΔE to the lowest compared entry with this formula, charge and spin = 1.934 eV
Energy = -8368.87621 eV

***

Molecular formula: C5H13N2
Method: DFT, the ωB97M-V functional and the def2-TZVPD basis

XYZ file:
```
20
Properties=species:S:1:pos:R:3:nbo_charge:R:1
H -1.36 -0.78 -1.65 0.25
H -2.55 1.14 -1.11 0.24
C 0.68 -2.03 -0.49 -0.43
H -0.38 2.11 -1.57 0.44
C -1.34 -0.55 -0.60 -0.47
C 2.04 -0.08 1.14 -0.42
H -0.59 2.60 -0.08 0.42
H 2.65 0.14 0.27 0.22
H 0.29 1.19 -0.03 0.46
H -2.14 1.12 0.58 0.22
H 1.09 -2.64 0.31 0.23
C 0.04 -0.91 -0.11 0.16
N 0.61 0.00 0.86 -0.66
H 2.41 -1.05 1.46 0.22
N -0.52 1.75 -0.63 -0.74
H 0.61 -2.53 -1.44 0.23
H 2.28 0.62 1.94 0.22
H 0.00 0.11 1.66 0.40
C -1.74 0.94 -0.42 -0.24
H -2.09 -1.15 -0.11 0.25
```

Output
SMILES string = C=C(CC[NH3+])NC
Net charge = +1
ΔE to the lowest compared entry with this formula, charge and spin = 2.749 eV
Energy = -8368.06162 eV